{"formula": "C3H11NOS", "method": "ωB97M-V/def2-TZVPD", "elements": ["C", "C", "C", "S", "N", "H", "H", "H", "H", "H", "H", "H", "H", "H", "H", "H", "O"], "positions_angstrom": [[-0.245635, 0.545173, -0.544751], [1.195127, 0.507437, -0.198475], [1.628943, -0.475530, 0.910552], [3.405949, -0.653797, 1.264742], [-0.412310, 1.623361, -1.584265], [-0.628542, -0.529204, -0.938622], [-0.962592, 0.647528, 0.212255], [1.596504, 1.507669, 0.159141], [1.786286, 0.173084, -1.047893], [0.929089, -0.515982, 1.796415], [1.588246, -1.485724, 0.415004], [3.603235, -2.039997, 1.180424], [-1.375349, 1.646926, -1.838941], [-0.236724, 2.543258, -1.272899], [-3.204265, -0.934879, 0.745831], [-4.651803, -1.547343, 0.581623], [-4.016159, -1.011980, 0.159860]], "atomic_forces_ev_per_a": [[-0.824, -1.311, -2.721], [2.448, 0.486, 2.011], [-1.276, -2.917, -0.679], [0.694, -0.032, 0.411], [-0.253, -2.305, -0.165], [1.212, 2.349, 0.070], [-0.521, 0.673, 1.929], [-0.703, -0.707, -0.833], [-0.099, 0.538, -0.350], [1.090, 0.322, -0.694], [-1.028, 0.727, 0.568], [-0.647, 1.404, -0.031], [-0.768, -0.131, -0.487], [0.654, 0.898, 0.969], [-1.823, -0.371, -0.958], [-0.899, -0.985, 1.019], [2.744, 1.362, -0.058]], "mulliken_charge": [-0.343, -0.350, -0.622, -0.251, -0.630, 0.241, 0.296, 0.279, 0.211, 0.348, 0.239, 0.133, 0.241, 0.206, 0.322, 0.308, -0.627], "e_above_lowest_kcal_mol": 35.1, "smiles": "NCCCS.O", "orbital_gap_ha": 0.358, "lumo_ev": 0.60}

---

{"formula": "C4H8N3O", "method": "ωB97M-V/def2-TZVPD", "elements": ["C", "C", "C", "C", "N", "N", "N", "O", "H", "H", "H", "H", "H", "H", "H", "H"], "positions_angstrom": [[-0.119907, -2.512460, -1.051858], [-0.486148, 1.598375, -0.652373], [0.210834, 1.533145, 0.659489], [0.000613, 0.006418, 1.339226], [-0.720256, -1.819376, -0.135862], [1.366036, -1.161463, -0.285989], [0.219110, -0.981807, 0.325233], [1.151424, -2.236574, -1.066955], [-0.482374, -3.098808, -1.881728], [-1.544501, 1.358800, -0.613009], [-0.060540, 1.065265, -1.426981], [-0.444736, 2.559292, -0.929445], [1.214574, 1.673105, 0.476726], [-0.008682, 2.261746, 1.391045], [-1.016229, -0.102402, 1.719551], [0.720783, -0.143256, 2.132929]], "atomic_forces_ev_per_a": [[-0.569, 0.260, 0.459], [-1.992, -1.215, 2.017], [-1.089, -3.751, 0.596], [0.174, 3.180, -0.070], [-1.233, 0.487, 0.019], [-1.006, -0.431, 1.664], [1.688, -2.087, -2.270], [1.504, 1.751, -0.671], [-0.382, -0.586, 0.522], [-0.201, -0.174, 0.165], [1.173, -1.417, -1.449], [0.069, 3.744, -1.344], [2.547, -0.082, -0.213], [-0.989, 0.620, 0.788], [0.165, -0.146, -0.291], [0.142, -0.152, 0.077]], "mulliken_charge": [0.153, -1.263, -0.500, -0.482, -0.650, -0.297, 1.049, -0.051, 0.425, 0.348, 0.369, 0.455, 0.372, 0.439, 0.323, 0.311], "e_above_lowest_kcal_mol": 129.4, "smiles": "CCC[n+]1ncon1", "orbital_gap_ha": 0.378, "lumo_ev": -5.91, "total_charge": 1}

---

{"formula": "C21H39N2O2P3PtS", "method": "ωB97M-V/def2-TZVPD", "elements": ["P", "C", "H", "H", "H", "C", "H", "H", "H", "C", "H", "H", "H", "P", "C", "H", "H", "H", "C", "H", "H", "H", "C", "H", "H", "H", "P", "C", "H", "H", "H", "C", "H", "H", "H", "C", "H", "H", "H", "Pt", "C", "O", "C", "O", "C", "C", "C", "C", "C", "C", "H", "H", "H", "H", "H", "H", "C", "N", "C", "C", "N", "C", "S", "H", "H", "H", "H", "H", "H"], "positions_angstrom": [[3.319041, -0.449154, 0.291222], [3.794588, -0.554765, 2.011799], [4.894442, -0.599822, 2.076914], [3.377113, -1.457086, 2.481149], [3.436321, 0.327708, 2.559697], [3.338682, -2.032260, -0.531726], [3.112235, -1.930059, -1.600330], [2.600878, -2.699087, -0.066699], [4.341725, -2.468476, -0.407456], [4.305814, 0.748740, -0.611040], [5.332490, 0.374909, -0.725768], [4.325421, 1.696435, -0.055837], [3.871217, 0.927228, -1.604140], [-0.836836, 2.698601, -0.596347], [-0.824117, 3.269949, 1.119993], [-1.233957, 4.288227, 1.189653], [0.204013, 3.263573, 1.498452], [-1.435571, 2.587500, 1.720709], [0.183756, 3.882068, -1.531245], [0.157278, 3.660748, -2.604384], [1.219993, 3.795867, -1.182447], [-0.165588, 4.908140, -1.363001], [-2.538592, 2.939368, -1.195272], [-2.761140, 4.008154, -1.306423], [-3.230707, 2.501451, -0.466654], [-2.679817, 2.438746, -2.160159], [-2.507483, -2.221883, 0.257281], [-3.126231, -2.412477, 1.921282], [-3.869382, -3.226834, 1.939921], [-3.608303, -1.479571, 2.248971], [-2.316984, -2.660289, 2.622641], [-3.821118, -1.901984, -0.921886], [-4.576009, -2.696694, -0.848401], [-3.422796, -1.871817, -1.944514], [-4.291535, -0.937014, -0.689763], [-1.521721, -3.613624, -0.282956], [-2.203942, -4.406353, -0.627762], [-0.911400, -3.995426, 0.546762], [-0.853657, -3.323075, -1.102921], [-0.051772, 0.203552, -1.371044], [1.546549, 0.336095, 0.105643], [1.417464, 1.169119, 1.002990], [-1.473657, -0.575020, 0.094477], [-1.831047, 0.196528, 0.984790], [-1.369828, -0.055584, -3.033626], [-0.751798, -1.316306, -2.802827], [0.647491, -1.417563, -2.775745], [1.431068, -0.234815, -2.842193], [0.821272, 0.987976, -3.223070], [-0.569545, 1.048070, -3.406945], [-2.453256, 0.040394, -2.968471], [-1.371923, -2.196120, -2.623852], [1.125547, -2.379016, -2.558197], [2.502537, -0.267928, -2.660715], [1.438302, 1.881001, -3.323632], [-1.048190, 1.983946, -3.688218], [0.256266, -3.493475, 4.404371], [0.143897, -2.041973, 4.349409], [-0.184746, -1.199510, 5.394481], [-0.185270, 0.070628, 4.892164], [0.128293, -0.029097, 3.556721], [0.317614, -1.338021, 3.192592], [0.628611, -2.042949, 1.690990], [-0.564254, -3.969384, 3.853199], [1.199258, -3.807812, 3.943959], [0.225185, -3.804418, 5.450921], [-0.372284, -1.582876, 6.380993], [-0.383734, 1.011799, 5.369309], [0.243023, 0.752701, 2.907611]], "atomic_forces_ev_per_a": [[-0.790, 0.426, -0.674], [0.251, -0.112, 0.352], [-0.330, 0.027, 0.039], [0.191, 0.196, -0.234], [0.152, -0.118, -0.272], [0.380, -0.461, 0.069], [0.252, -0.043, 0.360], [0.281, 0.081, -0.136], [-0.291, -0.060, -0.187], [0.335, 0.047, 0.067], [-0.177, 0.156, -0.020], [0.017, -0.221, -0.112], [0.188, -0.049, 0.282], [0.099, 0.511, -0.362], [0.090, 0.015, 0.241], [0.070, -0.252, -0.056], [-0.246, 0.080, -0.109], [0.050, 0.238, -0.064], [0.185, -0.185, 0.113], [-0.070, 0.179, 0.250], [-0.153, 0.111, -0.077], [0.032, -0.183, -0.036], [-0.031, -0.241, 0.088], [0.040, -0.192, 0.040], [0.028, 0.126, -0.159], [-0.056, 0.226, 0.187], [-0.226, -0.372, -0.459], [-0.186, 0.055, 0.407], [0.176, 0.209, -0.045], [0.039, -0.270, -0.134], [-0.180, 0.035, -0.309], [-0.143, 0.235, 0.005], [0.121, 0.115, -0.033], [-0.147, -0.104, 0.278], [-0.013, -0.231, -0.039], [0.261, -0.286, 0.114], [0.160, 0.155, 0.066], [-0.258, 0.019, -0.238], [-0.223, -0.155, 0.269], [-0.313, 2.683, 5.536], [0.456, 1.502, 2.017], [-0.033, -0.974, -0.774], [-1.920, 1.118, 3.610], [1.295, -1.663, -2.722], [-0.700, -0.584, -1.372], [-0.880, -0.997, -1.443], [0.884, -0.644, -0.047], [1.175, -1.052, -2.234], [0.818, 0.286, -0.658], [-0.739, 0.608, -0.750], [0.257, -0.003, -0.380], [0.279, 0.323, -0.321], [-0.212, 0.365, -0.221], [-0.324, -0.022, -0.323], [-0.203, -0.231, -0.120], [0.156, -0.169, 0.012], [0.097, -0.734, 0.245], [-0.514, 0.500, 1.185], [0.576, -2.064, -1.159], [0.361, 0.695, -1.832], [-0.201, 0.523, 0.515], [0.045, -0.061, -0.275], [-0.180, 0.545, 1.290], [0.122, 0.201, 0.214], [-0.187, 0.116, 0.246], [0.024, 0.000, -0.209], [-0.036, 0.054, 0.219], [0.000, 0.181, 0.134], [0.021, -0.207, 0.145]], "mulliken_charge": [0.702, -0.975, 0.506, 0.290, 0.361, -1.088, 0.358, 0.269, 0.510, -1.268, 0.484, 0.418, 0.404, 0.651, -1.003, 0.551, 0.269, 0.194, -1.234, 0.308, 0.325, 0.504, -1.148, 0.494, 0.328, 0.274, 0.822, -0.828, 0.480, 0.435, 0.129, -1.235, 0.505, 0.318, 0.445, -1.237, 0.511, 0.396, 0.302, 1.711, -0.277, -0.328, -0.166, -0.134, -0.875, -0.632, -1.297, -0.847, -0.652, -1.203, 0.497, 1.428, 0.485, 1.309, 0.592, 0.719, -0.722, 0.150, -0.176, -0.378, 0.437, -0.279, 0.017, 0.276, 0.340, 0.365, 0.552, 0.540, 0.022], "multiplicity": 5, "e_above_lowest_kcal_mol": 2.5, "orbital_gap_ha": [0.186, 0.175], "lumo_ev": [-12.08, -15.00], "total_charge": 4}

---

Energy (hartree)
-649.02603 -396.33002 -2623.49127